Record 1
{
  "formula": "C13H21ClGdIN4O",
  "method": "the ωB97M-V functional and the def2-TZVPD basis",
  "homo_lumo_gap_ev": [2.9902, 3.0418],
  "homo_energy_ev": [1.774, 1.795],
  "s_squared": 16.76,
  "lumo_ev": [4.76, 4.84],
  "energy_ha": -2325.33370,
  "spin_multiplicity": 8,
  "max_force_ev_per_a": 4.72,
  "charge": -2,
  "species": ["C", "I", "H", "H", "H", "C", "C", "N", "C", "N", "H", "H", "C", "C", "N", "H", "N", "H", "Gd", "C", "O", "C", "C", "H", "H", "H", "C", "H", "H", "H", "C", "H", "H", "H", "C", "H", "H", "H", "Cl", "C", "H", "H"],
  "positions_angstrom": [[1.25078, -1.41645, -3.34787], [-2.23983, 2.19877, -3.36669], [1.04866, -2.22225, -4.08462], [2.19650, -1.70804, -2.88653], [1.25198, -0.48666, -3.92580], [-0.22755, 2.84257, 2.04549], [-1.50780, 2.56442, 1.83908], [-1.57534, 1.83244, 0.66359], [-0.27363, 1.46178, 0.27340], [0.51075, 2.21999, 1.08252], [0.21584, 3.44376, 2.82512], [-2.40737, 2.94339, 2.29751], [1.34001, -2.52065, 1.44052], [0.86835, -0.89076, -0.03681], [1.54083, -1.19542, 1.12347], [0.27267, -4.10157, 0.28089], [0.36651, -2.09888, -0.47133], [1.78747, -2.98721, 2.30704], [-1.95842, 0.26427, -1.49633], [0.36416, 0.33648, -0.61283], [0.32112, 0.58694, -1.88840], [0.62739, -3.09149, 0.45058], [-0.17820, -2.39033, -1.75892], [-1.28963, -2.32233, -1.82780], [0.19064, -3.38401, -2.07402], [0.30616, -1.54771, -2.55974], [2.65058, -0.50194, 1.72626], [3.36082, -1.26142, 2.07545], [2.32634, 0.09295, 2.58343], [3.15265, 0.12147, 0.98923], [1.92324, 2.46342, 0.93903], [2.09669, 3.54838, 0.94401], [2.24889, 2.04627, -0.00933], [2.46707, 2.01347, 1.77684], [-2.93688, 1.94568, 0.08860], [-3.09211, 2.02340, -1.04285], [-3.29204, 2.96539, 0.32844], [-3.64720, 1.24494, 0.55915], [-3.99752, -1.28229, 0.55200], [-2.28866, -1.07595, 0.45007], [-1.94355, -0.60735, 1.37401], [-1.83037, -2.06746, 0.37414]],
  "forces_ev_per_angstrom": [[1.650, 0.492, -3.506], [-0.659, 2.758, -2.746], [-0.112, -0.085, 0.067], [0.314, 0.407, 0.273], [0.609, 0.226, 0.093], [0.931, 0.562, 0.987], [-0.595, 0.293, -0.002], [-2.578, -0.287, 0.487], [1.614, -1.785, -2.508], [1.753, 1.356, 1.602], [0.071, -0.061, -0.022], [0.212, -0.135, 0.240], [0.164, -1.416, 0.513], [-1.993, 1.308, -1.248], [0.230, 0.587, 0.932], [0.110, 0.327, 0.160], [0.136, -1.990, -0.412], [-0.091, 0.212, 0.005], [2.229, -4.050, -0.939], [0.075, 0.953, 3.956], [-1.004, 0.033, -1.742], [0.414, 0.646, -0.299], [-3.324, -1.777, 2.412], [0.287, -0.544, 0.490], [-0.307, 0.521, -0.135], [1.217, 0.216, -0.921], [-0.287, -0.228, -0.117], [-0.021, 0.139, 0.005], [0.142, 0.161, 0.014], [-0.099, 0.047, -0.010], [-0.422, 0.354, 0.112], [0.135, -0.011, -0.065], [0.054, -0.092, -0.009], [0.112, 0.211, -0.246], [-0.721, 1.513, -0.086], [0.303, 0.203, 1.511], [0.025, -0.185, 0.066], [0.410, 0.010, -0.332], [-2.556, -0.531, 0.309], [1.845, -0.389, 0.870], [-0.042, -0.104, 0.166], [-0.231, 0.134, 0.075]]
}


Record 2
{
  "formula": "C36H42N6O15P2",
  "method": "the ωB97M-V functional and the def2-TZVPD basis",
  "homo_lumo_gap_ev": 8.1066,
  "homo_energy_ev": -8.909,
  "lumo_ev": -0.80,
  "energy_ha": -3536.40742,
  "max_force_ev_per_a": 1.11,
  "charge": 0,
  "species": ["C", "C", "C", "C", "C", "C", "O", "O", "P", "O", "O", "O", "P", "N", "H", "H", "H", "H", "H", "H", "H", "H", "H", "H", "H", "H", "H", "H", "H", "H", "H", "C", "C", "C", "C", "C", "C", "N", "O", "O", "H", "H", "H", "H", "H", "C", "C", "C", "C", "C", "C", "N", "O", "O", "H", "H", "H", "H", "H", "C", "C", "C", "C", "C", "C", "N", "O", "O", "H", "H", "H", "H", "H", "C", "C", "C", "C", "C", "C", "N", "O", "O", "H", "H", "H", "H", "H", "C", "C", "C", "C", "C", "C", "N", "O", "O", "H", "H", "H", "H", "H"],
  "positions_angstrom": [[2.62457, 1.13375, -0.07570], [2.61879, 2.57714, -0.61166], [2.24495, 3.58456, 0.51434], [1.66486, 2.81201, -1.81721], [2.18304, 4.01551, -2.65050], [1.49118, 1.61425, -2.75843], [0.14719, 1.48775, -3.22686], [-0.53742, 0.90323, -2.08958], [-2.12023, 0.86588, -2.34661], [-2.63742, 0.53042, -3.67111], [-2.51720, -0.07322, -1.13561], [-2.56713, 2.33538, -1.83315], [-4.10582, 2.79987, -1.62411], [-4.44370, 4.26598, -1.94942], [3.44842, 0.57304, -0.53107], [2.78237, 1.09975, 1.00460], [1.71028, 0.58587, -0.31424], [3.63235, 2.85420, -0.91642], [2.90417, 4.45711, 0.51402], [2.31469, 3.12221, 1.50254], [1.21995, 3.95384, 0.40695], [0.68050, 3.11634, -1.44539], [1.82108, 4.97569, -2.27630], [3.27396, 3.99736, -2.67595], [1.82716, 3.93292, -3.68521], [1.77245, 0.65646, -2.31863], [2.03898, 1.74022, -3.69784], [-1.72928, -0.51942, -0.76914], [-4.86954, 1.86728, -2.33983], [-4.33521, 2.48780, -0.27580], [-3.69813, 4.85731, -2.28635], [4.55303, -5.32610, -3.34040], [5.37630, -5.03234, -2.26083], [5.00544, -4.05837, -1.34702], [3.80562, -3.39993, -1.54075], [2.96962, -3.66999, -2.60867], [3.35484, -4.64515, -3.51527], [3.39464, -2.37184, -0.56684], [4.14707, -2.13058, 0.35440], [2.32705, -1.82366, -0.74572], [4.84580, -6.09063, -4.04795], [6.30902, -5.56311, -2.12729], [5.62911, -3.81164, -0.50099], [2.04144, -3.12984, -2.72218], [2.71537, -4.87449, -4.35675], [2.34246, -2.65722, 4.04271], [2.66315, -1.91190, 2.91428], [1.72253, -1.72161, 1.91534], [0.47116, -2.29306, 2.08132], [0.12910, -3.04917, 3.18721], [1.08245, -3.22634, 4.17718], [-0.53783, -2.07048, 1.03669], [-0.19227, -1.40155, 0.07374], [-1.64388, -2.54019, 1.17663], [3.08107, -2.79732, 4.82115], [3.64682, -1.47490, 2.80974], [1.95062, -1.14798, 1.02885], [-0.84776, -3.49482, 3.28328], [0.83354, -3.81302, 5.05130], [-6.41867, 2.33774, 1.85962], [-5.94369, 3.56692, 2.29841], [-5.59869, 3.73906, 3.63062], [-5.73708, 2.66592, 4.49171], [-6.20932, 1.43402, 4.07817], [-6.55261, 1.27708, 2.74507], [-5.35778, 2.83719, 5.90843], [-4.96429, 3.92981, 6.25754], [-5.46253, 1.87299, 6.63840], [-6.68384, 2.20342, 0.81883], [-5.83793, 4.38914, 1.60305], [-5.22754, 4.68406, 3.99774], [-6.30186, 0.62186, 4.78368], [-6.92095, 0.32219, 2.39704], [-6.61963, -2.42068, 5.29824], [-5.90054, -2.70635, 4.14429], [-4.64960, -3.29585, 4.23006], [-4.15244, -3.59404, 5.48593], [-4.84446, -3.31726, 6.65031], [-6.09127, -2.72074, 6.54758], [-2.83418, -4.24584, 5.58311], [-2.23756, -4.45153, 4.54304], [-2.42015, -4.53956, 6.68249], [-7.59770, -1.96324, 5.22452], [-6.31262, -2.47445, 3.17166], [-4.07352, -3.52426, 3.34562], [-4.41536, -3.56394, 7.60984], [-6.65149, -2.49464, 7.44440], [5.14770, 1.42386, -8.29372], [5.19262, 2.75929, -7.91467], [5.18891, 3.10254, -6.57196], [5.14219, 2.08656, -5.63537], [5.09289, 0.74974, -5.98584], [5.09518, 0.42255, -7.33242], [5.14741, 2.44236, -4.20537], [5.15838, 3.62001, -3.91414], [5.12125, 1.53544, -3.39669], [5.15337, 1.16217, -9.34353], [5.23108, 3.53708, -8.66492], [5.22084, 4.13359, -6.25335], [5.05327, -0.01108, -5.22067], [5.05689, -0.61635, -7.63022]],
  "forces_ev_per_angstrom": [[0.284, 0.029, -0.339], [-0.584, 0.337, 0.645], [0.002, 0.037, -0.063], [0.734, 0.506, -0.497], [-0.335, -0.251, -0.106], [0.015, -0.042, 0.043], [-0.051, -0.078, 0.095], [-0.052, 0.019, -0.281], [-0.196, -0.083, 0.011], [0.234, 0.192, 0.542], [0.169, 0.293, -0.366], [-0.109, -0.559, -0.174], [-0.224, 1.084, -0.013], [0.298, -0.301, 0.035], [-0.139, -0.019, 0.026], [-0.018, 0.066, -0.076], [-0.046, 0.175, 0.223], [-0.053, -0.321, -0.136], [-0.088, -0.050, -0.033], [0.070, 0.069, -0.092], [0.072, -0.064, 0.022], [-0.011, -0.533, 0.052], [0.216, -0.060, 0.135], [-0.125, 0.201, -0.003], [-0.011, 0.109, 0.143], [0.060, 0.062, -0.056], [0.054, 0.012, 0.123], [0.016, -0.366, 0.252], [0.096, -0.247, 0.084], [0.009, -0.330, -0.026], [-0.177, 0.155, -0.044], [-0.013, 0.029, 0.024], [-0.024, 0.009, -0.019], [0.067, -0.045, 0.000], [-0.048, -0.041, 0.039], [-0.039, -0.026, -0.062], [0.035, -0.006, 0.015], [0.209, -0.231, -0.351], [0.159, 0.101, -0.024], [0.232, -0.154, -0.693], [0.002, 0.005, -0.001], [-0.001, 0.002, -0.001], [-0.030, 0.020, 0.015], [-0.001, 0.018, 0.038], [0.000, 0.000, 0.004], [0.000, 0.024, -0.051], [-0.050, -0.056, 0.182], [-0.145, 0.235, 0.298], [0.085, 0.004, 0.008], [0.007, -0.076, 0.053], [-0.015, -0.019, -0.016], [0.247, -0.028, 0.245], [-0.443, 0.288, -0.207], [-0.121, -0.027, -0.003], [0.002, -0.003, 0.011], [-0.032, -0.012, -0.026], [-0.191, -0.038, 0.465], [0.028, 0.083, -0.105], [-0.012, -0.005, -0.002], [0.006, 0.009, -0.027], [-0.006, -0.039, 0.017], [0.004, 0.043, -0.068], [0.013, -0.005, 0.011], [-0.025, -0.045, -0.052], [0.021, 0.015, 0.019], [-0.030, 0.010, -0.067], [0.023, 0.051, 0.023], [-0.012, -0.062, 0.055], [-0.026, 0.022, 0.005], [0.004, -0.007, -0.006], [0.010, -0.023, 0.040], [0.042, 0.022, 0.037], [-0.015, -0.022, -0.017], [0.044, -0.012, 0.002], [-0.014, 0.030, 0.037], [-0.042, 0.012, -0.045], [-0.010, -0.021, -0.007], [-0.063, 0.029, 0.044], [-0.005, 0.000, -0.031], [-0.073, 0.074, -0.075], [-0.016, -0.141, 0.083], [0.029, -0.003, 0.080], [-0.010, 0.003, 0.003], [-0.006, 0.007, -0.007], [0.033, -0.010, 0.026], [0.033, -0.018, -0.025], [0.005, 0.013, -0.004], [0.000, 0.008, 0.034], [-0.002, -0.036, 0.003], [-0.001, 0.037, -0.066], [0.026, -0.001, 0.005], [-0.006, -0.063, -0.043], [0.002, 0.034, -0.015], [-0.110, -0.015, 0.019], [0.177, 0.044, -0.071], [-0.021, -0.054, 0.048], [-0.008, 0.000, 0.000], [-0.003, -0.001, -0.001], [0.005, -0.017, 0.043], [0.008, 0.036, 0.029], [-0.002, 0.001, -0.002]]
}


Record 3
{
  "formula": "Br2S2",
  "method": "the ωB97M-V functional and the def2-TZVPD basis",
  "homo_lumo_gap_ev": [4.6773, 4.6795],
  "homo_energy_ev": [-8.610, -8.619],
  "lumo_ev": [-3.93, -3.94],
  "energy_ha": -5944.28226,
  "max_force_ev_per_a": 1.76,
  "charge": 0,
  "species": ["S", "S", "Br", "Br"],
  "positions_angstrom": [[1.27966, 0.36665, -1.04136], [-1.45748, 0.02539, 1.05573], [3.04526, 0.26139, 0.30838], [-2.86744, -0.65342, -0.32275]],
  "forces_ev_per_angstrom": [[0.003, -0.209, 1.718], [1.673, 0.380, -0.383], [-1.191, 0.064, -0.851], [-0.485, -0.235, -0.484]]
}


Record 4
{
  "formula": "C2H4O2",
  "method": "the ωB97M-V functional and the def2-TZVPD basis",
  "homo_lumo_gap_ev": 10.7372,
  "homo_energy_ev": -10.221,
  "lumo_ev": 0.52,
  "energy_ha": -228.98850,
  "max_force_ev_per_a": 5.03,
  "smiles": "C=O.C=O",
  "charge": 0,
  "species": ["C", "O", "H", "H", "C", "O", "H", "H"],
  "positions_angstrom": [[-5.44871, -1.66679, 3.37858], [-6.52661, -1.26587, 3.75106], [-4.83570, -0.94626, 2.91403], [-5.39832, -2.73923, 2.98444], [5.47694, 1.65594, -3.25581], [5.44660, 0.55380, -3.68099], [4.89563, 2.46052, -3.41150], [6.39018, 1.94789, -2.67980]],
  "forces_ev_per_angstrom": [[-3.119, -1.319, -2.283], [0.428, -0.293, 1.052], [2.027, 0.928, 0.049], [0.664, 0.684, 1.182], [4.632, -1.171, 1.584], [-1.144, -1.408, -0.852], [-3.269, 2.565, -1.011], [-0.218, 0.015, 0.280]]
}